[1]
The following is a quantum chemistry calculation of C44H46AsBrCaClF6N5O5Si as an isolated structure at a distorted geometry, from the Open Molecules 2025 dataset.

Calculated values
Charge: -2
LUMO, eV: 3.56
Calculated total energy, Ha: -9190.8072
Frontier orbital gap, eV: 5.71

The geometry in XYZ format:
```
111
Properties=species:S:1:pos:R:3:lowdin_charge:R:1
Ca -0.99547 -0.04909 -0.14151 1.415
Br 0.69140 -8.05158 -2.79985 0.663
C 0.95762 -6.17882 -2.55458 -0.702
C 2.14234 -5.60535 -2.97264 -0.145
C 2.32724 -4.24083 -2.79214 -0.031
C 1.33663 -3.46052 -2.20005 -0.259
C 0.13427 -4.05476 -1.81599 -0.004
C -0.04934 -5.41664 -1.98107 -0.124
N 1.49234 -2.07695 -2.02991 0.146
C 2.58909 -1.64224 -1.58523 -0.096
C 2.88990 -0.19459 -1.44024 -0.259
C 4.22023 0.19298 -1.38168 -0.040
C 4.51626 1.54030 -1.24319 -0.071
C 3.47122 2.43863 -1.15140 -0.064
C 2.16970 1.94943 -1.19160 -0.135
N 1.87626 0.66748 -1.35335 0.144
H 2.90959 -6.20941 -3.43791 0.091
H 3.24187 -3.76771 -3.12764 0.107
H -0.63968 -3.42463 -1.39685 0.095
H -0.98115 -5.87791 -1.68303 0.097
H 3.42086 -2.31641 -1.33865 0.121
H 5.00469 -0.55234 -1.40804 0.107
H 5.54552 1.87046 -1.17231 0.102
H 3.64549 3.49583 -1.00153 0.097
H 1.32146 2.60985 -1.04973 0.089
C -3.36795 -2.77627 0.93862 -0.183
Si -3.85826 -2.28870 -0.79646 0.352
C -5.51684 -1.40546 -0.67103 -0.176
C -4.15410 -3.91733 -1.73284 -0.186
N -2.62534 -1.32772 -1.47647 -0.143
C -2.61018 -1.08184 -2.81231 -0.346
C -3.57977 -1.47837 -3.76798 -0.058
C -3.46004 -1.21734 -5.12617 -0.132
C -2.36859 -0.52851 -5.63448 -0.143
C -1.39836 -0.09268 -4.73238 -0.041
C -1.55032 -0.36510 -3.40074 -0.237
F -0.58824 0.10232 -2.55229 -0.044
H -4.19036 -3.29606 1.43818 0.035
H -3.10345 -1.91099 1.54673 0.007
H -2.49940 -3.43693 0.90758 0.007
H -6.21442 -1.96864 -0.04419 0.017
H -5.98000 -1.25344 -1.64849 0.013
H -5.36915 -0.42161 -0.22042 0.029
H -5.09177 -3.91575 -2.29340 0.013
H -4.18590 -4.76035 -1.03671 0.013
H -3.34750 -4.09518 -2.44732 0.017
H -4.45933 -2.00126 -3.41664 0.068
H -4.24207 -1.55759 -5.79607 0.085
H -2.26995 -0.32746 -6.69333 0.076
H -0.52502 0.46391 -5.04943 0.109
O 2.92112 -1.18672 1.19412 -0.132
C 4.04287 -0.71555 1.54281 -0.421
C 5.24487 -1.48298 1.36851 -0.052
C 6.50016 -1.01382 1.67915 -0.141
C 6.66889 0.27444 2.19576 -0.152
C 5.53040 1.04144 2.38759 -0.088
C 4.23994 0.59311 2.09972 -0.096
C 3.11355 1.50146 2.35833 -0.304
N 1.95515 1.57470 1.74343 0.121
C 1.24671 2.57407 2.36952 -0.139
C 1.98381 3.11847 3.37493 -0.105
N 3.17800 2.43157 3.35969 0.082
H 5.11684 -2.47652 0.95015 0.094
H 7.36560 -1.64778 1.50897 0.084
H 7.65035 0.67053 2.42274 0.072
H 5.65813 2.05962 2.74505 0.093
H 0.23377 2.79574 2.08086 0.086
H 1.77191 3.88653 4.09659 0.092
H 3.92817 2.52596 4.01979 0.132
C -0.81791 -3.43999 3.12131 -0.224
As 0.48140 -2.42275 2.10688 1.038
C 1.01700 -1.12924 3.41088 -0.183
C 1.75799 -3.82240 1.80194 -0.197
O -0.21516 -1.92135 0.67061 -0.652
H -0.35504 -3.67418 4.08208 0.034
H -1.07624 -4.36056 2.59938 0.030
H -1.71522 -2.84931 3.28744 0.016
H 0.31374 -1.18195 4.23922 0.029
H 0.98562 -0.14288 2.95262 0.013
H 2.03845 -1.34967 3.71470 0.042
H 2.02919 -4.25697 2.76470 0.036
H 2.62710 -3.41482 1.29604 0.010
H 1.25396 -4.56908 1.18679 0.032
C 0.47724 6.58880 0.40077 -0.032
C -1.00927 6.38079 0.40185 -0.193
C -1.85012 7.11057 1.22170 -0.082
C -3.21479 6.86287 1.22484 -0.670
Cl -4.25407 7.81949 2.26722 0.594
C -3.75756 5.87221 0.43704 -0.100
C -2.92997 5.12898 -0.39824 0.021
C -1.56803 5.40179 -0.43352 -0.226
O -0.68185 4.76451 -1.23228 -0.037
C -1.17366 3.73263 -2.08446 -0.089
C -1.67035 2.49077 -1.33426 -0.692
O -2.71695 1.96670 -1.71126 0.024
O -0.91290 2.09389 -0.39426 -0.210
H 0.76027 7.34209 1.13594 0.072
H 0.83224 6.90319 -0.58237 0.081
H 0.99256 5.65567 0.63431 0.080
H -1.43947 7.87049 1.87452 0.103
H -4.81601 5.65818 0.48123 0.104
H -3.34739 4.31883 -0.97929 0.111
H -0.30633 3.44694 -2.68065 0.128
H -1.95940 4.10779 -2.74442 0.127
F -1.52446 0.18948 2.10943 -0.256
C -1.94400 1.18421 3.17038 -0.181
F -2.81108 1.99694 2.43723 -0.062
C -2.89619 0.30469 3.97428 -0.627
F -3.49049 1.02879 4.94710 0.095
F -2.23431 -0.70212 4.59397 0.079
F -3.91083 -0.29520 3.29910 0.089
```


[2]
The following is a quantum chemistry calculation of a 10-piece molecular cluster, C38H76O14 overall at a distorted geometry, from the Open Molecules 2025 dataset.

Calculated values
Spin multiplicity: 2
Charge: +1
LUMO (spin up / spin down), eV: -2.41 / -8.50
Calculated total energy, Ha: -2546.3124
Frontier orbital gap (spin up / spin down), eV: 8.96 / 2.86

The geometry in XYZ format:
```
128
Properties=species:S:1:pos:R:3:lowdin_charge:R:1
C -1.13049 0.34884 0.55645 -0.161
C -0.22336 0.59003 -0.59503 -0.128
C 0.35410 -0.88428 -0.82460 -0.146
O 0.53428 -1.31287 0.53550 -0.194
C -0.47157 -0.76189 1.40061 -0.160
H -2.06563 0.01374 0.10778 0.110
H -1.21025 1.28265 1.11298 0.098
H 0.60424 1.26315 -0.37122 0.091
H -0.74846 0.80167 -1.52648 0.113
H 1.31698 -0.91422 -1.33456 0.092
H -0.23116 -1.63282 -1.35870 0.102
H 0.02727 -0.30744 2.25661 0.087
H -1.12410 -1.60009 1.64501 0.117
C 5.61773 -0.40906 0.20169 -0.143
C 5.83314 -1.41990 -0.90538 -0.172
C 4.67902 -1.12058 -1.82193 -0.237
O 4.64531 0.27811 -1.89911 -0.121
C 4.88819 0.75717 -0.54999 -0.155
H 6.56847 -0.08706 0.62655 0.114
H 4.96098 -0.79744 0.98011 0.079
H 5.96827 -2.45852 -0.60352 0.099
H 6.73750 -1.20165 -1.47337 0.127
H 3.70704 -1.49718 -1.50328 0.104
H 4.83065 -1.56226 -2.80683 0.128
H 4.00897 1.07463 0.01062 0.094
H 5.53832 1.63123 -0.58788 0.123
C -5.05593 3.02107 2.35609 -0.168
C -6.18942 2.08303 2.16793 -0.181
C -5.85682 1.28737 0.90470 -0.233
O -4.48092 1.12806 0.97667 -0.158
C -3.90875 2.13041 1.87536 -0.168
H -4.94384 3.28135 3.40860 0.110
H -5.09255 3.95698 1.79856 0.119
H -7.13535 2.58714 1.96998 0.118
H -6.31568 1.35191 2.96644 0.115
H -6.14731 1.83350 0.00723 0.121
H -6.44383 0.37004 0.94970 0.116
H -3.16973 2.75463 1.37306 0.114
H -3.43997 1.72603 2.77248 0.096
C -2.96006 -2.81455 -5.05984 -0.182
C -3.91759 -1.96227 -4.29421 -0.156
C -3.02825 -1.39641 -3.14112 -0.181
O -2.04265 -2.40215 -2.99637 -0.188
C -1.99474 -3.36484 -4.02630 -0.194
H -2.42278 -2.16349 -5.74944 0.108
H -3.35713 -3.63121 -5.66276 0.119
H -4.78538 -2.51457 -3.93362 0.108
H -4.34959 -1.18281 -4.92184 0.113
H -3.60367 -1.10132 -2.26367 0.114
H -2.47359 -0.52341 -3.48509 0.111
H -2.32801 -4.37074 -3.77099 0.121
H -0.98761 -3.26240 -4.43041 0.099
C 3.51137 -3.73040 3.31584 -0.068
C 2.90443 -3.18002 1.95960 -0.115
C 3.71799 -3.79493 0.85039 -0.110
O 4.93335 -3.85740 1.45597 0.103
C 4.97714 -3.61233 2.86644 -0.074
H 3.33711 -4.77393 3.57809 0.128
H 3.30293 -3.05678 4.14704 0.131
H 2.99643 -2.09695 1.87835 0.120
H 1.84095 -3.39402 1.85327 0.128
H 3.76196 -3.24870 -0.09184 0.149
H 3.30662 -4.78184 0.63855 0.198
H 5.29750 -2.57348 2.94558 0.166
H 5.67117 -4.27382 3.38494 0.158
C 0.65021 -0.96829 -4.92355 -0.150
C 1.46787 0.28513 -4.55999 -0.146
C 2.90076 -0.08025 -5.03294 -0.142
O 2.95211 -1.55117 -4.85218 -0.158
C 1.69409 -2.04484 -5.32251 -0.201
H -0.11708 -0.79677 -5.67850 0.108
H 0.09435 -1.32361 -4.05587 0.077
H 1.53572 0.40992 -3.47928 0.078
H 1.06155 1.19223 -5.00739 0.102
H 3.75702 0.38685 -4.54638 0.108
H 2.99689 0.16424 -6.09080 0.114
H 1.43999 -2.97051 -4.80611 0.103
H 1.65585 -2.32694 -6.37467 0.114
C 2.29276 2.93743 3.46274 -0.137
C 1.26813 3.93786 2.82314 -0.114
C 1.39085 3.64147 1.29890 -0.149
O 2.41991 2.60105 1.18350 -0.186
C 2.46993 1.88840 2.40199 -0.223
H 1.74669 2.54036 4.31845 0.095
H 3.23768 3.31485 3.85362 0.114
H 1.50009 4.98121 3.03700 0.106
H 0.26905 3.83295 3.24617 0.090
H 1.72126 4.51464 0.73632 0.118
H 0.46722 3.29963 0.83181 0.102
H 3.44659 1.40471 2.38510 0.112
H 1.72377 1.09437 2.43157 0.104
C -2.59245 1.56266 6.03202 -0.161
C -2.06858 0.18047 6.25284 -0.163
C -1.24975 -0.05319 4.98163 -0.163
O -1.30323 1.16803 4.19289 -0.164
C -1.62046 2.19271 5.03446 -0.262
H -2.71927 2.10932 6.96646 0.118
H -3.59991 1.58634 5.61661 0.109
H -2.81670 -0.57633 6.48879 0.114
H -1.44811 0.09925 7.14532 0.111
H -1.44011 -0.95354 4.39748 0.110
H -0.20418 -0.16813 5.26741 0.108
H -2.03390 3.07633 4.54828 0.120
H -0.67923 2.55060 5.45172 0.114
C -4.44855 -1.45225 2.53861 -0.035
O -4.14735 -2.85166 2.74477 -0.019
C -4.14573 -3.81560 1.76122 -0.540
O -4.07302 -5.02324 2.00289 0.107
O -4.18786 -3.21884 0.56753 -0.024
C -4.09712 -4.08758 -0.55347 -0.024
H -4.13906 -1.05169 1.57328 0.074
H -3.99154 -0.93369 3.38143 0.087
H -5.50420 -1.20043 2.64007 0.088
H -4.95852 -4.75121 -0.62889 0.106
H -3.15455 -4.62854 -0.46974 0.104
H -4.04422 -3.48368 -1.45934 0.074
C 2.85401 2.93078 -1.99841 -0.016
O 2.71287 4.14790 -2.72654 -0.004
C 1.74338 4.30541 -3.65373 -0.506
O 0.86927 3.48324 -3.89107 0.100
O 1.97368 5.53350 -4.26909 -0.006
C 0.99962 5.98881 -5.21163 -0.066
H 2.60697 2.04439 -2.58269 0.079
H 2.19028 3.05786 -1.14318 0.071
H 3.86687 2.84303 -1.60532 0.084
H 0.78353 7.05240 -5.11067 0.088
H 0.00477 5.54847 -5.14467 0.089
H 1.27522 5.90227 -6.26265 0.091
```


[3]
The following is a quantum chemistry calculation of an isolated ion of composition C4H4NO2 and charge -1 at a distorted geometry, from the Open Molecules 2025 dataset.

Calculated values
Charge: -1
SMILES: [H]/N=C/C(=C)C(=O)[O-]
LUMO, eV: 4.18
Calculated total energy, Ha: -360.0613
Frontier orbital gap, eV: 8.35

The geometry in XYZ format:
```
11
Properties=species:S:1:pos:R:3:lowdin_charge:R:1
C 0.71547 0.20445 -1.18687 0.023
C -0.58486 -0.29086 0.75227 -0.247
C -0.27695 -0.47362 -0.60907 -0.223
C -1.27298 -1.47677 -1.59209 -0.743
N 0.39763 -0.24153 1.61457 0.070
O -0.67397 -2.33838 -2.16939 -0.014
O -2.45365 -1.21065 -1.48176 -0.042
H 1.08416 0.26393 -2.21750 0.060
H 1.12903 0.96052 -0.60019 0.014
H -1.67820 -0.39631 0.88115 0.115
H 0.03054 -0.37492 2.52081 -0.013
```


[4]
The following is a quantum chemistry calculation of an isolated ion of composition C8H11S and charge +1, from the Open Molecules 2025 dataset.

Calculated values
Charge: +1
LUMO, eV: -3.85
Calculated total energy, Ha: -709.3364
Frontier orbital gap, eV: 9.07

The geometry in XYZ format:
```
20
Properties=species:S:1:pos:R:3:lowdin_charge:R:1
C -1.13188 -0.81376 -1.77002 -0.023
C -0.69836 -0.56696 -0.35111 -0.215
C -1.59325 -0.86854 0.68099 -0.019
C -1.27454 -0.68071 2.01901 -0.043
C -0.02842 -0.18334 2.38151 -0.053
C 0.87645 0.12143 1.37489 -0.066
C 0.54695 -0.04826 0.02333 -0.274
C 1.59942 0.33175 -0.98449 -0.330
S 1.81217 2.16079 -1.08163 1.121
H -1.61961 -1.77889 -1.82890 0.095
H -0.31562 -0.82080 -2.48168 0.065
H -1.82772 -0.04499 -2.09192 0.095
H -2.56383 -1.27659 0.44157 0.124
H -1.98966 -0.94173 2.78105 0.115
H 0.27016 -0.05980 3.40794 0.113
H 1.86973 0.45379 1.64974 0.116
H 1.32259 0.09014 -2.00112 0.074
H 2.57667 -0.07854 -0.76316 0.105
H 0.61092 2.47917 -1.59417 0.004
H 1.55783 2.52583 0.18819 -0.003
```